2 unconnected molecules or ions with the total composition C5H10N2O2S, computed with ωB97M-V/def2-TZVPD.

Geometry as XYZ:
```
20
Properties=species:S:1:pos:R:3:nbo_charge:R:1
C 3.33594 0.20115 0.69804 -0.614
C 1.93976 -0.36363 1.00695 -0.250
N 0.99844 0.14869 -0.06022 -0.526
N 0.57766 -0.60018 -1.13002 0.635
O 0.06768 0.11705 -1.91552 -0.416
O 0.80383 -1.80774 -1.19995 -0.446
H 3.97348 -0.03129 1.51082 0.202
H 3.84966 -0.19159 -0.21384 0.212
H 3.22390 1.29823 0.53905 0.208
H 2.11235 -1.49731 1.23508 0.212
H 1.58145 0.00384 2.04255 0.194
H 0.01596 0.76305 0.40256 0.401
C -3.00552 -0.69699 -1.08451 -0.803
S -2.65639 -0.19037 0.59805 0.528
C -1.41682 1.34973 0.33906 -0.055
C -2.63441 1.54562 0.62017 -0.516
H -2.02179 -0.50101 -1.58085 0.279
H -3.79786 -0.02960 -1.54107 0.235
H -3.47035 -1.72273 -1.06355 0.253
H -3.47698 2.20509 0.79718 0.267
```

Molar mass ... 162.21 g/mol
HOMO-LUMO gap ... 9.34 eV
SMILES ... CCN[N+](=O)[O-].CS1#CC=1
Energy relative to the best compared isomer or geometry (same formula, charge and spin) ... 7.2631 eV